(1)
{
  "formula": "C36H47N7P2Sc",
  "method": "ωB97M-V/def2-TZVPD",
  "elements": ["Sc", "N", "C", "N", "C", "N", "C", "C", "N", "C", "C", "N", "H", "H", "H", "H", "H", "C", "C", "C", "C", "P", "N", "C", "C", "C", "C", "C", "C", "C", "C", "H", "H", "H", "H", "H", "H", "H", "H", "H", "H", "H", "H", "H", "H", "H", "H", "H", "H", "H", "H", "H", "H", "H", "H", "H", "H", "H", "N", "P", "C", "C", "C", "C", "C", "C", "C", "C", "C", "C", "C", "C", "C", "C", "C", "C", "C", "C", "H", "H", "H", "H", "H", "H", "H", "H", "H", "H", "H", "H", "H", "H", "H"],
  "coordinates": [[0.1182, 0.4803, 1.0392], [-0.8498, 2.0400, 5.1268], [-0.4599, 0.9755, 4.4279], [-0.3558, 1.3124, 3.1569], [-0.7069, 2.6364, 3.1481], [-1.0130, 3.1098, 4.3287], [-0.7300, 3.4127, 1.9027], [-1.0920, 4.7521, 1.8503], [-1.1104, 5.4171, 0.7028], [-0.7687, 4.7498, -0.3929], [-0.4034, 3.4112, -0.3535], [-0.3839, 2.7465, 0.7975], [-1.0213, 2.1172, 6.1170], [-0.2655, 0.0067, 4.8570], [-1.3707, 5.2833, 2.7514], [-0.7854, 5.2896, -1.3309], [-0.1279, 2.8686, -1.2489], [2.8700, -2.6402, 1.0022], [3.5724, -1.9175, -0.1600], [2.7928, -2.3408, -1.4135], [5.0111, -2.4319, -0.2841], [3.4057, -0.0584, 0.0892], [1.9660, 0.2858, 0.6188], [4.6749, 0.5350, 1.3517], [4.6573, -0.4054, 2.5668], [6.1143, 0.6452, 0.8369], [4.2287, 1.9032, 1.8953], [3.6966, 0.8310, -1.5484], [4.9077, 0.3438, -2.3515], [3.8594, 2.3354, -1.2846], [2.4340, 0.7011, -2.4155], [2.9203, -3.7142, 0.8066], [1.8184, -2.3564, 1.0487], [3.3220, -2.4608, 1.9724], [2.7404, -3.4320, -1.4235], [3.2728, -2.0356, -2.3407], [1.7682, -1.9645, -1.3989], [4.9747, -3.4998, -0.5143], [5.5788, -2.3226, 0.6376], [5.5644, -1.9458, -1.0863], [5.0822, -1.3841, 2.3585], [3.6449, -0.5317, 2.9536], [5.2628, 0.0490, 3.3544], [6.4904, -0.2901, 0.4271], [6.7606, 0.9178, 1.6752], [6.2278, 1.4206, 0.0812], [3.1993, 1.8567, 2.2511], [4.3055, 2.7064, 1.1696], [4.8770, 2.1594, 2.7369], [5.8377, 0.3981, -1.7879], [5.0207, 0.9853, -3.2295], [4.7856, -0.6752, -2.7125], [4.8085, 2.5858, -0.8162], [3.0463, 2.7202, -0.6663], [3.8279, 2.8539, -2.2459], [2.2435, -0.3086, -2.7629], [2.5596, 1.3384, -3.2950], [1.5523, 1.0379, -1.8678], [-1.4131, -0.4088, 0.2447], [-2.1884, -1.1968, -0.8550], [-3.3008, -2.4546, -0.1711], [-3.3747, -2.5890, 1.2098], [-4.2334, -3.5214, 1.7768], [-5.0216, -4.3208, 0.9638], [-4.9537, -4.1896, -0.4183], [-4.0978, -3.2596, -0.9837], [-1.1673, -2.0755, -2.0716], [-0.5745, -1.3589, -3.1108], [0.2517, -1.9982, -4.0217], [0.5000, -3.3591, -3.8967], [-0.0714, -4.0755, -2.8555], [-0.9019, -3.4367, -1.9451], [-3.2571, -0.1182, -1.8534], [-3.7335, -0.4729, -3.1138], [-4.5832, 0.3781, -3.8044], [-4.9631, 1.5890, -3.2417], [-4.4912, 1.9496, -1.9875], [-3.6404, 1.0991, -1.2967], [-2.7541, -1.9515, 1.8271], [-4.2886, -3.6231, 2.8529], [-5.6921, -5.0471, 1.4042], [-5.5698, -4.8124, -1.0533], [-4.0506, -3.1654, -2.0620], [-0.7733, -0.2984, -3.2177], [0.6962, -1.4372, -4.8340], [1.1381, -3.8606, -4.6130], [0.1223, -5.1356, -2.7550], [-1.3546, -4.0040, -1.1411], [-3.4304, -1.4077, -3.5697], [-4.9466, 0.0976, -4.7842], [-5.6273, 2.2508, -3.7819], [-4.7912, 2.8917, -1.5464], [-3.2639, 1.3646, -0.3157]],
  "forces_ev_per_a": [[-0.160, 0.049, 0.020], [0.003, 0.000, 0.000], [0.008, 0.006, 0.003], [0.010, 0.017, 0.024], [-0.003, 0.004, 0.002], [0.002, 0.000, -0.001], [0.003, -0.001, -0.001], [-0.001, 0.002, -0.002], [0.001, -0.001, -0.001], [0.000, 0.001, 0.001], [0.000, -0.004, -0.003], [-0.016, -0.012, 0.003], [0.001, 0.000, 0.000], [-0.004, -0.002, -0.001], [0.001, 0.000, 0.000], [0.000, 0.000, 0.000], [0.000, -0.001, -0.001], [0.001, -0.001, 0.007], [-0.004, -0.001, -0.001], [-0.008, 0.001, -0.005], [0.003, 0.011, -0.008], [0.004, 0.020, -0.018], [-0.040, -0.061, -0.013], [0.004, 0.000, 0.002], [0.005, 0.005, -0.003], [-0.004, 0.016, 0.012], [-0.010, 0.000, 0.013], [0.002, -0.011, 0.005], [0.007, -0.002, 0.002], [-0.001, 0.009, 0.000], [0.003, 0.008, 0.000], [0.001, 0.001, 0.001], [0.002, -0.002, 0.001], [0.006, 0.002, 0.003], [0.001, -0.001, -0.002], [0.014, 0.005, -0.009], [-0.003, 0.004, -0.006], [0.001, 0.001, 0.000], [0.007, 0.006, 0.003], [0.000, 0.000, 0.002], [-0.003, -0.005, -0.001], [0.004, 0.003, 0.000], [0.001, -0.002, 0.002], [0.005, -0.023, -0.006], [0.001, -0.002, 0.001], [0.003, -0.014, 0.019], [0.006, 0.003, -0.001], [-0.001, 0.000, 0.001], [0.003, 0.000, 0.000], [-0.015, -0.004, -0.016], [-0.001, -0.001, -0.002], [-0.009, -0.019, -0.004], [-0.014, 0.001, -0.010], [0.001, 0.002, 0.002], [0.000, -0.001, -0.001], [-0.001, -0.001, -0.001], [-0.001, 0.002, 0.001], [-0.002, -0.002, 0.003], [0.204, -0.034, -0.043], [-0.045, 0.024, 0.014], [-0.008, -0.004, 0.003], [0.009, -0.004, -0.001], [0.000, -0.005, 0.002], [0.002, 0.005, -0.003], [-0.004, -0.004, -0.002], [0.000, 0.007, 0.000], [-0.005, -0.007, 0.009], [0.000, -0.007, -0.006], [-0.002, 0.008, 0.005], [0.009, 0.001, 0.004], [0.004, -0.003, 0.001], [0.000, 0.000, 0.003], [0.014, 0.020, 0.006], [0.001, -0.001, 0.007], [0.002, 0.002, -0.003], [-0.005, -0.001, 0.002], [0.006, 0.003, 0.000], [0.003, -0.002, -0.006], [-0.003, 0.001, -0.001], [0.001, 0.000, 0.000], [0.000, 0.000, 0.000], [0.000, 0.000, 0.000], [0.000, 0.000, 0.001], [-0.001, 0.001, -0.001], [-0.001, 0.000, 0.000], [0.000, 0.000, 0.000], [0.000, 0.000, -0.001], [0.005, 0.002, -0.003], [0.003, -0.001, -0.001], [0.000, 0.000, 0.000], [0.001, 0.000, 0.000], [-0.001, 0.001, 0.000], [-0.001, -0.001, -0.001]],
  "gap_ev": 7.465,
  "e_homo_ev": -10.73,
  "e_lumo_ev": -3.27,
  "total_charge": 1
}

***

(2)
{
  "formula": "C36H48F3IN3O4S3SiY",
  "method": "ωB97M-V/def2-TZVPD",
  "elements": ["Y", "S", "C", "N", "C", "C", "N", "C", "C", "C", "C", "C", "C", "C", "C", "S", "C", "C", "C", "C", "C", "C", "C", "H", "H", "H", "H", "H", "H", "H", "H", "H", "H", "H", "H", "H", "H", "H", "H", "H", "H", "F", "C", "F", "F", "C", "C", "C", "C", "N", "C", "S", "H", "H", "H", "I", "C", "C", "C", "C", "O", "Si", "O", "O", "C", "C", "C", "C", "O", "C", "C", "C", "C", "H", "H", "H", "H", "H", "H", "H", "H", "H", "H", "H", "H", "H", "H", "H", "H", "H", "H", "H", "H", "H", "H", "H", "H", "H", "H", "H"],
  "coordinates": [[-0.8180, 1.2887, -0.6773], [-0.1403, 1.6357, 2.1324], [1.0904, 2.7407, 1.8824], [2.1395, 2.8292, 2.6867], [3.2971, 3.6659, 2.3767], [3.4187, 3.7990, 0.8859], [2.1562, 4.3193, 0.3651], [2.2504, 5.3528, -0.6856], [2.7595, 4.7980, -1.9924], [4.1059, 4.8912, -2.3289], [4.5725, 4.3503, -3.5190], [3.6883, 3.7191, -4.3835], [2.3415, 3.6359, -4.0585], [1.8777, 4.1711, -2.8671], [1.0160, 3.7606, 0.7343], [-0.4776, 4.1692, 0.1073], [2.2545, 2.0508, 3.9279], [3.1981, 0.8803, 3.7890], [3.1110, 0.0313, 2.6887], [3.9659, -1.0547, 2.5806], [4.9069, -1.3063, 3.5717], [4.9964, -0.4634, 4.6697], [4.1465, 0.6308, 4.7740], [4.1757, 3.1656, 2.7828], [3.1902, 4.6399, 2.8627], [3.6295, 2.8327, 0.4213], [4.2118, 4.4933, 0.6224], [2.9258, 6.1184, -0.3005], [1.2644, 5.7872, -0.8072], [4.7957, 5.4017, -1.6636], [5.6220, 4.4272, -3.7737], [4.0489, 3.2976, -5.3135], [1.6432, 3.1510, -4.7305], [0.8236, 4.0953, -2.6243], [1.2569, 1.7242, 4.2070], [2.6176, 2.7368, 4.6965], [2.3771, 0.2141, 1.9109], [3.8918, -1.7065, 1.7183], [5.5704, -2.1577, 3.4844], [5.7306, -0.6516, 5.4431], [4.2200, 1.2935, 5.6307], [-3.3704, 2.6791, -5.5505], [-2.1865, 2.1743, -5.9194], [-1.3111, 3.1927, -5.9649], [-2.3297, 1.7325, -7.1878], [-1.7194, 1.0708, -5.0126], [-1.4977, -0.1949, -5.5210], [-1.0613, -1.2207, -4.6912], [-0.8413, -0.9233, -3.3637], [-1.0391, 0.3013, -2.8732], [-1.4943, 1.3055, -3.6424], [-1.7542, 2.8060, -2.7898], [-1.6733, -0.3817, -6.5719], [-0.8939, -2.2194, -5.0684], [-0.5129, -1.6701, -2.6503], [2.0296, 0.7941, -1.0893], [-1.1576, -1.5295, 4.3307], [-2.2662, -1.7600, 3.3143], [-3.1636, -0.5318, 3.2105], [-3.0867, -2.9913, 3.6772], [-1.6016, -2.0176, 2.0686], [-2.0881, -1.7912, 0.5265], [-1.9399, -0.2611, 0.0517], [-3.6419, -2.3111, 0.4532], [-4.4692, -2.5398, -0.7020], [-4.1460, -3.9166, -1.2716], [-4.2511, -1.4629, -1.7585], [-5.8996, -2.5028, -0.1894], [-1.1108, -2.6892, -0.4472], [-0.1441, -3.7046, -0.1335], [0.3458, -4.2316, -1.4758], [-0.8092, -4.8222, 0.6627], [1.0213, -3.0903, 0.6339], [-1.5731, -1.3640, 5.3272], [-0.5630, -0.6581, 4.0474], [-0.4986, -2.3995, 4.3681], [-3.6310, -0.3261, 4.1750], [-3.9551, -0.6926, 2.4754], [-2.5873, 0.3460, 2.9168], [-3.5894, -2.8519, 4.6366], [-2.4363, -3.8653, 3.7540], [-3.8376, -3.1802, 2.9086], [-3.1143, -3.9479, -1.6252], [-4.8104, -4.1497, -2.1071], [-4.2764, -4.6785, -0.5001], [-3.2297, -1.5021, -2.1455], [-4.4205, -0.4682, -1.3431], [-4.9307, -1.6160, -2.5995], [-6.0331, -3.2553, 0.5903], [-6.6060, -2.7073, -0.9969], [-6.1256, -1.5213, 0.2318], [-0.4920, -4.6172, -2.0608], [1.0691, -5.0366, -1.3321], [0.8361, -3.4344, -2.0396], [-1.6467, -5.2365, 0.0993], [-1.1800, -4.4382, 1.6140], [-0.0994, -5.6261, 0.8690], [1.4638, -2.2789, 0.0503], [1.7873, -3.8502, 0.8086], [0.6914, -2.6947, 1.5953]],
  "forces_ev_per_a": [[-0.149, 0.378, -0.119], [0.010, 0.082, -0.187], [-0.040, -0.014, 0.001], [0.040, -0.067, 0.097], [-0.076, -0.026, 0.028], [-0.067, 0.035, -0.029], [0.065, 0.075, -0.054], [0.014, -0.067, 0.014], [0.005, -0.017, 0.022], [0.011, -0.015, 0.021], [-0.025, -0.008, -0.007], [0.009, 0.007, 0.013], [-0.015, -0.012, -0.016], [-0.030, -0.001, -0.038], [0.056, -0.064, 0.138], [-0.019, -0.136, -0.015], [0.031, 0.065, -0.063], [-0.006, -0.017, -0.019], [-0.016, 0.002, -0.014], [0.011, -0.016, 0.008], [-0.007, 0.004, -0.019], [-0.014, 0.018, -0.001], [0.009, 0.007, 0.006], [0.021, -0.014, -0.004], [0.003, 0.018, 0.012], [0.008, -0.029, -0.022], [0.011, 0.031, 0.005], [0.020, 0.010, -0.011], [-0.042, 0.013, 0.017], [-0.012, -0.011, -0.012], [-0.019, 0.000, 0.007], [-0.004, 0.007, 0.018], [0.020, 0.015, 0.024], [0.029, 0.011, 0.011], [-0.035, -0.025, 0.016], [0.012, 0.005, -0.001], [0.046, -0.015, 0.035], [-0.010, 0.025, 0.021], [-0.009, 0.022, 0.010], [-0.018, 0.007, -0.018], [0.003, -0.025, -0.028], [-0.044, 0.013, 0.000], [0.032, -0.042, -0.011], [0.019, 0.025, -0.011], [-0.007, 0.036, 0.015], [0.024, -0.031, 0.041], [-0.012, 0.014, -0.023], [0.012, -0.027, 0.008], [0.011, 0.070, -0.061], [-0.072, -0.204, 0.029], [-0.008, 0.061, 0.098], [-0.032, -0.115, -0.025], [0.003, 0.005, 0.014], [-0.009, 0.021, 0.008], [0.009, 0.024, 0.008], [0.330, -0.099, -0.050], [0.045, 0.008, 0.054], [-0.003, -0.014, -0.059], [-0.047, 0.010, -0.017], [-0.025, -0.052, 0.005], [-0.001, 0.039, 0.084], [0.030, 0.038, -0.045], [-0.167, -0.035, 0.123], [0.010, -0.035, -0.228], [0.023, 0.006, 0.099], [0.004, -0.027, 0.006], [0.083, 0.024, -0.041], [-0.089, -0.001, 0.016], [0.079, 0.050, 0.080], [-0.047, -0.040, -0.040], [0.016, -0.020, -0.043], [-0.004, 0.008, 0.067], [0.029, 0.007, 0.016], [-0.002, -0.003, -0.021], [-0.017, -0.029, 0.002], [-0.014, 0.019, -0.005], [0.008, -0.015, 0.017], [0.036, 0.003, 0.010], [0.014, 0.001, -0.020], [0.008, 0.013, -0.009], [-0.013, 0.015, -0.007], [0.022, 0.008, 0.017], [-0.007, 0.000, 0.011], [0.017, 0.012, 0.023], [0.013, 0.014, -0.021], [-0.035, 0.012, 0.030], [-0.007, -0.032, -0.001], [-0.019, -0.007, 0.039], [-0.006, 0.030, -0.014], [0.020, 0.009, 0.021], [0.014, -0.027, -0.007], [0.012, 0.014, 0.009], [-0.019, 0.005, 0.005], [-0.021, -0.019, 0.012], [-0.011, -0.001, 0.005], [0.000, -0.021, -0.042], [0.014, 0.024, -0.031], [-0.015, -0.002, 0.025], [0.002, 0.021, 0.016], [-0.006, -0.018, -0.030]],
  "gap_ev": 6.806,
  "e_homo_ev": -8.01,
  "e_lumo_ev": -1.20
}

***

Table of largest force on an atom (eV/Å), in record order: 0.211; 0.424